Record 1
Formula: C4H3N
Source: the OMol25 dataset
Level of theory: wB97M-V/def2-TZVPD

The geometry in XYZ format:
```
8
Properties=species:S:1:pos:R:3:lowdin_charge:R:1
C -0.3873 1.2159 -1.4724 0.120
C 0.2550 0.8975 -0.5093 -0.129
C 0.3166 0.0861 0.7041 -0.202
C 1.0783 -1.1453 0.5139 -0.219
N 1.6209 -2.1507 0.3275 0.148
H -1.1407 1.3507 -2.2030 0.036
H -0.7325 -0.1926 0.8303 0.130
H 0.6137 0.6189 1.6033 0.118
```

Values from the calculation:
HOMO level = -10.73 eV
Maximum force = 1.5 eV/Å



Record 2
Formula: C4H3N
Source: the OMol25 dataset
Level of theory: wB97M-V/def2-TZVPD

The geometry in XYZ format:
```
8
Properties=species:S:1:pos:R:3:lowdin_charge:R:1
C -1.5776 0.9978 -0.4955 -0.007
C -0.3216 0.7554 -0.2237 -0.119
C 0.8807 0.3887 0.0413 -0.029
C 1.6355 -0.6499 0.1980 -0.186
N 2.4518 -1.5397 0.3912 0.142
H -2.3314 1.0254 0.2789 0.057
H -1.9296 1.1251 -1.5090 0.057
H 2.0423 -2.4660 0.2575 0.085
```

Values from the calculation:
HOMO level (alpha / beta) = -8.64 / -8.64 eV
Maximum force = 0.5 eV/Å



Record 3
Formula: C4H3N2O5
Source: the OMol25 dataset
Level of theory: wB97M-V/def2-TZVPD

The geometry in XYZ format:
```
14
Properties=species:S:1:pos:R:3:lowdin_charge:R:1
O -0.3872 1.7743 -2.8219 -0.036
C -1.3406 1.0080 -2.6742 -0.834
O -2.2218 0.5267 -3.3856 -0.043
N -1.3200 0.4459 -1.3367 0.143
C -0.4729 -0.4338 -1.2057 -0.067
C -0.0225 -0.6908 0.3432 -0.317
O -0.0477 0.6044 0.8370 0.014
C -1.3494 0.5786 1.3637 -0.043
N -1.8545 -0.5998 1.4169 -0.241
O -2.8951 -1.1079 1.8461 -0.026
O -0.9328 -1.6082 0.8809 0.048
H 0.0410 -0.7822 -2.0146 0.092
H 0.9914 -1.0538 0.6187 0.157
H -1.9063 1.4070 1.7293 0.154
```

Values from the calculation:
HOMO level = -4.47 eV
Maximum force = 5.4 eV/Å
Charge = -1



Record 4
Formula: C4H3N3
Source: the OMol25 dataset
Level of theory: wB97M-V/def2-TZVPD

The geometry in XYZ format:
```
10
Properties=species:S:1:pos:R:3:lowdin_charge:R:1
N -0.9731 -2.4559 0.7158 0.192
C -0.6978 -1.3522 0.5546 -0.185
C -0.2017 -0.0632 0.2931 -0.398
C -0.8240 0.9601 1.0537 -0.162
N -1.4251 1.8013 1.4859 0.201
C 1.1015 -0.0518 -0.5005 -0.070
N -0.1493 0.0903 -1.2358 0.106
H 1.7002 0.8353 -0.3290 0.115
H 1.7741 -0.8416 -0.7076 0.108
H -0.3048 1.0777 -1.3302 0.094
```

Values from the calculation:
HOMO level = -11.32 eV
Maximum force = 3.7 eV/Å



Record 5
Formula: C4H3N3
Source: the OMol25 dataset
Level of theory: wB97M-V/def2-TZVPD

The geometry in XYZ format:
```
10
Properties=species:S:1:pos:R:3:lowdin_charge:R:1
C 1.2269 -2.1298 0.8172 0.166
C 0.9195 -1.0233 0.3572 -0.311
N 0.9319 0.3267 0.4555 0.073
C -0.0659 0.7927 -0.2302 -0.306
N -0.6961 1.9641 -0.0858 0.160
C -0.8367 -0.6140 -0.7156 -0.192
N -1.6292 -1.1900 -1.3455 0.133
H 1.8463 -2.9861 0.9805 0.035
H -0.2401 2.6711 0.4809 0.124
H -1.4564 2.1886 -0.7140 0.119
```

Values from the calculation:
HOMO level = -9.30 eV
Maximum force = 5.1 eV/Å



Record 6
Formula: C4H3N3
Source: the OMol25 dataset
Level of theory: wB97M-V/def2-TZVPD

The geometry in XYZ format:
```
10
Properties=species:S:1:pos:R:3:lowdin_charge:R:1
C 1.5238 1.1845 2.5476 -0.040
C -0.3602 -0.7771 -1.3706 -0.068
C -1.4106 -0.7174 -0.4358 -0.131
C 0.5331 0.2110 -0.9524 -0.144
N 1.9392 1.2683 3.6026 0.011
N -1.1013 0.2365 0.4354 0.059
N -0.0258 0.8090 0.0978 0.024
H -0.2583 -1.4480 -2.2011 0.089
H -2.3052 -1.2988 -0.3533 0.099
H 1.4652 0.5320 -1.3701 0.100
```

Values from the calculation:
HOMO level (alpha / beta) = -10.44 / -10.21 eV
Maximum force = 2.9 eV/Å



Record 7
Formula: C4H3N3
Source: the OMol25 dataset
Level of theory: wB97M-V/def2-TZVPD

The geometry in XYZ format:
```
10
Properties=species:S:1:pos:R:3:lowdin_charge:R:1
N 2.8291 -0.0394 0.1345 0.144
C 1.7191 0.3221 0.0579 -0.342
C 0.8397 -1.8996 0.0991 0.061
N -0.2998 -1.5929 0.1508 -0.035
C -1.3063 -0.6659 0.0366 -0.153
C -0.8808 0.5940 -0.0810 -0.095
N 0.4968 0.9793 -0.0657 0.051
H -2.3178 -1.0579 0.0321 0.111
H -1.6366 1.3809 -0.2040 0.125
H 0.6041 1.9788 -0.1567 0.133
```

Values from the calculation:
HOMO level = -9.30 eV
Maximum force = 2.2 eV/Å



Record 8
Formula: C4H3N3
Source: the OMol25 dataset
Level of theory: wB97M-V/def2-TZVPD

The geometry in XYZ format:
```
10
Properties=species:S:1:pos:R:3:lowdin_charge:R:1
N 1.9911 1.9464 0.2260 0.179
C 1.2860 1.0824 -0.0062 -0.133
C 0.3112 -0.0207 -0.1845 -0.452
C 0.8022 -1.3194 -0.0163 -0.161
N 1.2622 -2.3676 0.1516 0.194
C -1.0217 0.3499 0.4230 -0.048
N -0.8307 0.2993 -1.0227 0.099
H -1.5415 -0.5206 0.7686 0.118
H -1.0802 1.1594 1.0127 0.082
H -1.1787 -0.6091 -1.3521 0.122
```

Values from the calculation:
HOMO level = -11.03 eV
Maximum force = 4.8 eV/Å



Record 9
Formula: C4H3N3
Source: the OMol25 dataset
Level of theory: wB97M-V/def2-TZVPD

The geometry in XYZ format:
```
10
Properties=species:S:1:pos:R:3:lowdin_charge:R:1
C -0.8963 0.9239 0.8945 -0.215
C -0.5356 1.6102 1.9288 0.202
C -0.0832 0.1000 0.0260 -0.306
C -0.2514 -0.2763 -1.2742 -0.102
N 0.7267 -1.1610 -1.5886 -0.005
N 1.4911 -1.3414 -0.5658 -0.012
N 1.0202 -0.5792 0.4290 0.051
H -1.9374 1.2050 0.7058 0.116
H -1.0092 0.0361 -1.9736 0.107
H 1.4914 -0.5689 1.3249 0.163
```

Values from the calculation:
HOMO level = -9.75 eV
Maximum force = 0.8 eV/Å



Record 10
Formula: C4H3N3O
Source: the OMol25 dataset
Level of theory: wB97M-V/def2-TZVPD

The geometry in XYZ format:
```
11
Properties=species:S:1:pos:R:3:lowdin_charge:R:1
O 1.8617 -1.4987 0.8892 0.142
C 1.0073 -1.0642 0.2136 -0.481
C -0.4400 -0.8737 0.7296 -0.047
C -1.0171 0.2588 0.7486 -0.213
N -0.3589 1.5261 0.7165 0.079
N 0.3780 1.7791 -0.3286 0.048
C 0.5716 0.8083 -1.3346 -0.165
N 0.9294 -0.3867 -1.0000 0.155
H -1.2231 -1.7984 0.9653 0.167
H -2.2136 0.1296 0.8604 0.162
H 0.5047 1.1198 -2.4599 0.153
```

Values from the calculation:
HOMO level = -9.67 eV
Maximum force = 7.1 eV/Å



Record 11
Formula: C4H3N3O
Source: the OMol25 dataset
Level of theory: wB97M-V/def2-TZVPD

The geometry in XYZ format:
```
11
Properties=species:S:1:pos:R:3:lowdin_charge:R:1
C -1.3042 -1.1833 -0.1067 -0.130
C 0.1193 -0.8403 -0.1770 -0.234
C 1.4715 0.8982 -0.0775 -0.047
C 0.1632 0.5984 -0.2909 -0.240
H -1.5968 1.9347 0.9864 0.300
H -1.3859 -2.3662 0.0654 0.166
H 2.2045 1.7660 0.0728 0.155
N -1.2247 0.9188 -0.3322 -0.021
N -2.0428 -0.1745 0.0007 -0.002
N 1.3567 -1.3111 -0.0887 0.098
O 2.2392 -0.2409 -0.0524 -0.047
```

Values from the calculation:
HOMO level = -9.30 eV
Maximum force = 6.8 eV/Å



Record 12
Formula: C4H3N3O
Source: the OMol25 dataset
Level of theory: wB97M-V/def2-TZVPD

The geometry in XYZ format:
```
11
Properties=species:S:1:pos:R:3:lowdin_charge:R:1
C -2.0770 -0.1067 0.2166 -0.010
C -1.4629 1.0765 0.0854 0.031
C 0.0555 0.9034 -0.1186 -0.164
N 1.3931 1.1792 -0.1873 0.042
N 2.0649 -0.0016 0.1877 -0.015
C 1.3310 -1.0214 0.1388 -0.153
N 0.0997 -0.4811 -0.0835 -0.087
O -1.1176 -1.1556 -0.2116 -0.031
H -3.0234 -0.7201 -0.0175 0.163
H -1.9886 1.9282 0.2781 0.067
H 1.9699 -1.9496 0.0805 0.156
```

Values from the calculation:
HOMO level = -9.31 eV
Maximum force = 5.5 eV/Å



The records above yield energy relative to the best compared isomer or geometry (same formula, charge and spin) values of 0.8551 1.5225 7.4625 2.3323 4.4480 6.6232 2.9706 2.2149 4.4974 4.1274 6.8307 5.1835 eV, respectively.